1.
45
Properties=species:S:1:pos:R:3 method="wB97M-V/def2-TZVPD" e_above_lowest_kcal_mol=0.0 multiplicity=1 e_lumo_ha=-0.017 homo_lumo_gap_ev=6.8 energy_ev=-31290.7347
C -0.967 -1.124 -0.062
C 1.398 -1.149 0.977
C 0.942 -0.795 2.383
H -1.855 0.058 2.707
H 0.129 -2.621 -4.878
H -2.207 -2.088 -4.947
N 0.006 1.554 -3.388
H -1.043 2.208 4.701
H 1.519 0.770 -4.949
H -0.299 1.388 -5.721
C -0.296 1.387 2.043
H -0.212 -2.707 -3.127
H -2.319 1.747 2.705
H -2.191 -1.435 -3.293
H -1.401 -0.992 0.933
C -1.632 -1.471 -4.240
C 0.503 -0.726 -0.179
H -0.032 -1.214 2.631
H 1.666 -1.203 3.090
O -1.474 -0.169 -4.707
H 2.323 1.303 1.336
H 0.806 -0.113 4.694
C -0.222 -2.047 -4.006
H -1.458 0.537 5.037
O -1.638 1.488 -1.666
C 0.545 0.824 4.211
N 0.859 0.684 2.727
H -1.121 -2.164 -0.352
H 2.091 2.387 2.720
H 2.409 -0.770 0.816
H 1.506 -2.238 0.992
H 1.192 1.605 4.602
C -0.860 1.546 -2.576
H -0.063 2.452 2.079
H 0.360 -0.567 -6.022
C -1.495 1.067 2.907
H 0.905 -1.145 -1.102
H -1.510 -0.477 -0.746
O 0.587 -0.934 -3.766
C 2.150 1.348 2.407
H 2.953 0.842 2.938
P 0.178 0.336 -4.911
H 0.589 0.353 -0.339
H -0.378 1.076 1.008
C -0.942 1.188 4.335

***

2.
45
Properties=species:S:1:pos:R:3 method="wB97M-V/def2-TZVPD" e_above_lowest_kcal_mol=0.0 multiplicity=1 e_lumo_ha=0.009 homo_lumo_gap_ev=8.2 energy_ev=-30524.1623
C -0.245 1.600 3.096
H -0.889 -4.817 -1.565
H -3.293 -3.406 -3.808
C -0.312 -2.416 -4.723
N 3.598 -1.800 -1.879
H 2.936 1.011 0.895
H 0.526 3.014 4.514
H -0.839 -5.298 -3.268
H -0.434 4.605 2.988
N 0.505 1.979 1.882
H 1.444 2.278 2.128
H 3.788 -1.613 -2.849
C -0.445 2.737 4.092
H 0.779 -2.442 -4.708
C 2.941 -1.063 0.340
H -2.711 2.960 0.823
H -1.947 4.399 0.786
H 0.288 0.778 3.574
H -2.922 2.882 3.060
H -1.203 1.196 2.765
C -0.362 -1.649 -1.799
C 3.381 -0.721 -1.074
H 3.840 -1.411 0.867
C -2.382 3.761 2.702
H 2.243 -1.901 0.325
H -1.031 2.337 4.925
C 2.315 0.123 1.046
H 0.012 2.765 1.448
C 0.087 -0.871 -0.970
H -3.298 -2.946 -2.099
C -2.873 -2.711 -3.077
Pt 0.475 0.499 0.355
N -2.022 3.529 1.296
C -1.141 4.000 3.564
H -0.660 -3.124 -5.478
H -3.064 4.609 2.814
Si -1.005 -2.825 -3.034
H 0.602 -4.630 -2.492
H -3.189 -1.702 -3.348
H -1.423 4.612 4.423
H 2.217 -0.078 2.118
H -0.615 -1.413 -5.030
H 3.212 -2.694 -1.638
C -0.486 -4.557 -2.546
O 3.601 0.414 -1.442

***

3.
51
Properties=species:S:1:pos:R:3 method="wB97M-V/def2-TZVPD" s2=0.7503 multiplicity=2 total_charge=-2 e_lumo_ha="0.174 / 0.189" homo_lumo_gap_ev="2.0 / 7.6" energy_ev=-32991.6220
H 2.225 -1.858 -1.840
H 5.667 -2.516 0.044
H 5.500 -0.772 -0.493
H 0.752 0.502 -0.033
H -1.374 4.050 -0.003
N -0.283 -1.282 1.916
H -1.547 -4.062 3.085
N -1.063 2.050 2.204
H 3.140 -2.404 0.548
O -3.721 -0.230 -0.843
N -1.433 3.394 -2.112
H 1.826 -1.545 2.101
H -1.460 -0.607 -1.351
N -2.045 -1.173 -1.948
N -2.072 1.544 0.410
H 1.070 -4.044 2.979
O -3.046 0.929 2.283
H 0.651 1.143 -1.701
C 5.136 -1.571 0.154
H -4.929 -1.381 -2.714
C -1.378 -2.065 2.240
H -1.252 2.022 0.065
C -0.928 -3.233 2.775
H -1.572 -1.909 -2.453
C -2.224 4.319 -1.741
C 1.055 1.307 -0.702
O -3.035 4.785 -2.501
C 0.849 -1.988 2.220
H -2.698 5.284 -0.044
H -1.571 3.236 -3.100
H -0.365 -0.303 1.682
H -0.458 2.669 1.684
H 3.877 -1.292 -2.214
C -3.307 -0.925 -1.742
H 3.223 -0.691 0.138
C 5.523 -1.255 1.542
N 5.783 -0.990 2.598
N -3.952 -1.618 -2.612
H 3.565 -2.944 -1.984
H -0.627 3.066 -1.598
H -2.814 1.047 -0.062
N -2.106 4.578 -0.458
C 3.624 -1.676 -0.103
H -3.435 -2.032 -3.374
H 2.137 1.307 -0.836
H -0.800 1.741 3.129
C 0.464 -3.221 2.629
H -2.345 -1.587 2.196
C -2.194 1.546 1.721
O 0.683 2.623 -0.183
C 3.282 -1.965 -1.597

***

4.
50
Properties=species:S:1:pos:R:3 method="wB97M-V/def2-TZVPD" e_above_lowest_kcal_mol=0.0 multiplicity=1 e_lumo_ha=0.019 homo_lumo_gap_ev=7.9 energy_ev=-36219.0806
H -3.109 0.821 -2.938
H 1.318 -2.170 0.806
H -2.771 0.285 2.319
H 3.016 -0.212 -0.506
H -0.579 -1.747 3.055
H 2.062 -1.888 -2.132
H 4.042 -2.649 -0.489
H 3.163 -3.775 0.501
H 5.097 -2.543 3.062
C 1.478 -2.346 -1.331
H 0.438 -2.040 -1.407
C 2.052 -1.960 0.021
H 5.875 -2.689 1.454
O 0.551 2.637 1.791
O -1.948 0.023 -1.463
C 4.958 -2.855 2.029
H -0.415 2.273 3.539
C -2.540 -1.256 -1.625
F -2.764 2.850 2.978
H -3.017 3.107 -3.740
C -2.056 0.802 -2.612
C -1.638 2.229 -2.316
N 2.229 -0.476 0.097
C -1.759 0.091 2.699
C -1.956 3.151 -3.490
F -1.510 4.370 2.140
H -1.679 4.179 -3.261
O -0.790 0.867 2.041
C -1.755 3.070 2.102
H -1.783 0.314 3.773
O 3.872 -2.125 1.501
H -2.281 -2.001 2.800
H -1.245 -1.566 1.428
H 0.361 2.321 -2.756
H 2.693 -0.332 1.001
H -0.089 3.239 -1.514
H -2.232 2.568 -1.467
C -0.501 2.236 2.426
F -2.257 2.811 0.870
H -3.485 -1.185 -2.176
H -1.480 0.385 -3.456
H 4.754 -3.935 2.046
H 1.529 -3.431 -1.466
N -0.211 2.310 -1.915
H -1.884 -1.927 -2.196
Ag 0.466 1.020 -0.048
C -1.435 -1.377 2.486
H -1.387 2.872 -4.386
C 3.320 -2.696 0.355
H -2.717 -1.652 -0.631

***

5.
57
Properties=species:S:1:pos:R:3 method="wB97M-V/def2-TZVPD" s2=0.7584 multiplicity=2 total_charge=+1 e_lumo_ha="-0.092 / -0.350" homo_lumo_gap_ev="9.5 / 2.4" energy_ev=-136311.5213
H 5.832 -0.582 -0.035
H -2.227 2.796 -3.431
H 5.962 2.346 2.975
H -5.550 -0.277 -5.544
H 1.773 -1.802 3.820
H 3.573 0.344 0.436
H -0.230 0.488 3.610
C 1.308 -0.925 4.270
H -6.862 -2.061 -3.614
F -0.515 2.027 -1.653
H -4.717 -3.271 -2.511
C -3.410 -1.807 -3.238
O 4.537 3.406 0.794
O -3.073 0.922 -3.727
H 6.287 1.112 -0.536
F 0.674 -1.449 -1.950
S 4.108 2.170 1.390
H -5.613 -2.594 -4.702
H -2.600 -1.696 -2.518
C 5.789 0.481 0.200
O 2.797 1.940 1.937
H 4.031 1.411 -0.863
C 5.442 1.540 2.457
H -1.619 4.401 -3.133
H -1.684 -2.572 5.422
O -3.017 -0.711 -5.573
As 0.196 0.344 -1.670
H -2.696 3.676 -2.105
S -3.559 -0.317 -4.337
S 0.461 -1.519 5.825
H -1.787 -0.725 5.225
H -5.766 0.387 -3.965
F -0.857 -0.075 -3.073
H -2.958 -2.443 -3.999
F 1.545 0.873 -2.817
H -0.822 -2.120 2.749
O 0.883 -2.826 6.242
H -5.155 -1.585 -1.967
H 6.571 -0.252 2.146
C 6.374 0.656 1.574
C 0.170 -0.481 3.311
N -1.960 3.519 -2.778
C -5.840 -1.855 -3.934
C 4.384 0.975 0.071
C -4.893 -2.235 -2.802
H 7.339 1.140 1.421
C -5.332 -0.462 -4.493
O 0.475 -0.494 6.844
H 0.487 -0.527 2.269
C -1.036 -1.314 3.451
C -1.259 -1.655 5.014
F 1.123 0.564 -0.218
H 2.047 -0.130 4.374
H -1.853 -0.769 2.978
H 5.074 0.925 3.278
H -1.093 3.226 -2.351
F -1.258 -0.137 -0.544